# 1
The following is a DFT calculation (ωB97M-V/def2-TZVPD) of a structure of composition C29H58GeN3O4PbSSi4 at a distorted geometry.

The geometry in ORCA input format:
```
! RIJCOSX wB97M-V def2-TZVPD def2/J DEFGRID3
* xyz 0 2
Pb 0.4279 -0.4996 -0.9657
C 3.7646 -0.3026 -2.7201
Si 3.3638 -0.6928 -0.9286
C 3.8694 -2.4877 -0.5831
C 5.3751 -2.7072 -0.8117
C 3.0880 -3.3783 -1.5666
C 3.5025 -2.9185 0.8465
C 4.2005 0.6613 0.1290
C 3.6911 2.0153 -0.3967
C 5.7342 0.6309 0.0101
C 3.8140 0.5467 1.6097
H 4.8490 -0.1989 -2.8801
H 3.2816 0.6339 -3.0256
H 3.4004 -1.0944 -3.3867
H 5.6950 -2.3711 -1.8071
H 5.6094 -3.7806 -0.7329
H 5.9808 -2.1830 -0.0669
H 3.3251 -3.1520 -2.6112
H 2.0035 -3.2741 -1.4347
H 3.3436 -4.4314 -1.3889
H 4.1219 -2.4168 1.5958
H 3.6650 -3.9997 0.9596
H 2.4499 -2.7085 1.0804
H 4.0362 2.2132 -1.4188
H 4.0659 2.8257 0.2504
H 2.5927 2.0537 -0.4025
H 6.0691 0.5827 -1.0333
H 6.1688 -0.2208 0.5440
H 6.1574 1.5456 0.4514
H 2.7354 0.6769 1.7461
H 4.3246 1.3324 2.1918
H 4.0968 -0.4187 2.0405
C -5.4418 0.9817 0.2670
Si -3.6211 1.3203 -0.0042
C -3.5091 2.7914 -1.1605
C -2.9213 1.7850 1.6739
Ge -2.5381 -0.5569 -0.9916
Si -3.1946 -0.7396 -3.2697
C -2.4086 -2.2937 -3.9575
C -5.0476 -0.8591 -3.4927
C -2.6132 0.6800 -4.3342
Si -3.2622 -2.4829 0.2041
C -2.2429 -3.9633 -0.2962
C -3.0429 -2.1545 2.0300
C -5.0646 -2.8478 -0.1289
H -5.9393 1.8715 0.6804
H -5.5861 0.1543 0.9742
H -5.9403 0.7138 -0.6740
H -3.9148 3.6963 -0.6877
H -4.0856 2.5935 -2.0745
H -2.4715 2.9885 -1.4655
H -3.0747 2.8537 1.8850
H -1.8530 1.5628 1.7441
H -3.4263 1.2103 2.4635
H -2.7886 -3.1904 -3.4504
H -1.3195 -2.2681 -3.8191
H -2.6135 -2.3979 -5.0319
H -5.4630 -1.7321 -2.9755
H -5.2905 -0.9437 -4.5613
H -5.5497 0.0343 -3.0972
H -1.5226 0.7612 -4.3241
H -3.0183 1.6391 -3.9841
H -2.9422 0.5226 -5.3708
H -1.1896 -3.8048 -0.0188
H -2.2883 -4.1242 -1.3798
H -2.5943 -4.8790 0.2007
H -1.9786 -2.0103 2.2536
H -3.4174 -2.9854 2.6432
H -3.5799 -1.2411 2.3255
H -5.2382 -3.0367 -1.1958
H -5.6997 -2.0047 0.1710
H -5.3879 -3.7378 0.4316
O 0.2743 -1.5585 1.2874
C 0.3346 -0.4236 1.7987
O 0.3909 0.6370 1.0991
C 0.3478 -0.2755 3.2995
C 0.3194 -1.4038 4.1047
C 0.3343 -1.2732 5.4866
C 0.3773 -0.0062 6.0274
C 0.4133 1.1276 5.2477
C 0.3981 0.9844 3.8686
N 0.3816 0.1506 7.5164
O 0.3412 -0.8467 8.1841
O 0.4236 1.2689 7.9567
H 0.2864 -2.3793 3.6357
H 0.3126 -2.1321 6.1455
H 0.4518 2.0974 5.7234
H 0.4236 1.8519 3.2226
C 0.5493 3.4367 0.2580
N 0.6493 4.1348 -1.0198
C 0.7353 5.5211 -1.1764
C 0.7743 5.7685 -2.4927
N 0.7100 4.5252 -3.1166
C 0.6312 3.5223 -2.2114
S 0.5466 1.8729 -2.5987
H 0.1121 4.1125 0.9880
H 1.5270 3.1034 0.6006
H -0.0833 2.5669 0.1407
H 0.7742 6.1903 -0.3320
H 0.8295 6.6983 -3.0358
H 0.7125 4.3405 -4.1044
*
```

Summary:
DFT total energy, eV: -147785.6440
HOMO (alpha / beta), eV: -5.4 / -7.3
<S²>: 0.77
Frontier orbital gap (alpha / beta), eV: 4.9 / 6.8

---

# 2
The following is a DFT calculation (ωB97M-V/def2-TZVPD) of a structure of composition C16H37NSi4Sn at a distorted geometry.

The geometry in ORCA input format:
```
! RIJCOSX wB97M-V def2-TZVPD def2/J DEFGRID3
* xyz -2 1
C -0.8774 1.2007 -2.1079
C 0.4969 1.0192 -2.3978
C 1.2626 1.8141 -1.4496
C 0.2990 2.5600 -0.6711
C -0.9890 2.1881 -1.0932
Sn 1.0118 -0.1563 -0.1164
N -0.5197 -0.1140 1.2892
C 0.1043 -2.8625 -0.1920
C 1.1664 -2.3763 -0.9463
H 2.3241 2.0084 -1.5142
H 0.9349 0.4775 -3.2287
H 0.5478 3.3630 0.0195
H -1.9249 2.6222 -0.7178
H -1.7100 0.7963 -2.6857
H 1.0471 -2.2206 -2.0224
H -0.8940 -2.9167 -0.6347
H -1.5237 -0.1112 1.1425
H 2.2017 -2.5165 -0.6056
H 0.2867 -3.3686 0.7562
C -2.8907 -0.1304 3.9888
Si -1.3211 -1.1603 4.1008
C -0.6201 -1.2170 5.8383
C -1.5288 -2.8951 3.4059
Si 0.2202 0.0519 2.8234
Si 0.3947 2.2995 3.4793
C 0.3824 2.3206 5.3573
C 1.9797 3.0817 2.8485
C -1.0876 3.2189 2.7969
Si 2.3948 -0.7888 3.0394
C 2.9569 -0.4156 4.7998
C 2.3960 -2.6436 2.7779
C 3.6366 -0.0051 1.8603
H -3.6992 -0.6567 4.5199
H -3.2122 0.0160 2.9467
H -2.7650 0.8579 4.4563
H -1.3592 -1.7112 6.4831
H 0.3056 -1.8038 5.8621
H -0.4223 -0.2168 6.2383
H -1.8425 -2.8712 2.3540
H -0.5986 -3.4745 3.4823
H -2.3068 -3.4200 3.9810
H 1.2301 1.7729 5.7909
H 0.4627 3.3783 5.6506
H -0.5598 1.9226 5.7574
H 2.0607 3.0382 1.7535
H 1.9396 4.1402 3.1506
H 2.8711 2.6299 3.3041
H -1.0627 3.2657 1.7004
H -2.0333 2.7647 3.1220
H -1.0324 4.2443 3.1937
H 2.2800 -0.8391 5.5535
H 3.9469 -0.8812 4.9309
H 3.0648 0.6631 4.9783
H 2.1794 -2.9254 1.7386
H 3.4057 -3.0092 3.0270
H 1.6818 -3.1444 3.4459
H 3.4168 -0.1711 0.7913
H 3.7486 1.0723 2.0286
H 4.6047 -0.4948 2.0466
*
```

Summary:
DFT total energy, eV: -56021.3897
HOMO (alpha / beta), eV: 3.1 / 0.9
Frontier orbital gap (alpha / beta), eV: 1.8 / 3.8

---

# 3
The following is a DFT calculation (ωB97M-V/def2-TZVPD) of a cluster of 2 separate species, C10H6 in total at a distorted geometry.

The geometry in ORCA input format:
```
! RIJCOSX wB97M-V def2-TZVPD def2/J DEFGRID3
* xyz 0 1
C -3.9851 -1.4530 -0.1488
C -2.8867 -0.9843 -0.1346
C -1.6292 -0.2506 -0.0459
C -0.3869 -0.8335 0.0974
C 0.6624 -0.2987 0.3840
C 0.9826 1.0025 0.3313
C -0.1917 1.6707 -0.0005
C -1.4573 1.1550 -0.1811
H -5.0438 -1.7534 -0.0199
H 1.9577 1.4943 0.5356
H -0.0254 2.6928 -0.1138
H -2.3747 1.6496 -0.2247
C 3.3863 -1.1921 0.4560
C 3.7496 -1.0364 -0.6932
H 2.9927 -0.8700 1.3829
H 4.2495 -0.9930 -1.6249
*
```

Summary:
DFT total energy, eV: -10458.6638
HOMO, eV: -9.2
Frontier orbital gap, eV: 9.5
Structure (SMILES): C#Cc1c#cccc1.C#C

---

# 4
The following is a DFT calculation (ωB97M-V/def2-TZVPD) of a cluster of 2 separate species, C4H11NO2 in total at a distorted geometry.

The geometry in ORCA input format:
```
! RIJCOSX wB97M-V def2-TZVPD def2/J DEFGRID3
* xyz 0 1
C 2.0700 0.1135 1.0508
N 0.6332 0.3984 0.9134
C -0.1041 0.1192 2.1096
C 0.0681 -0.3103 -0.2239
C 0.6422 0.2411 -1.5066
O 0.8586 -0.3243 -2.5380
H 2.2444 -0.6827 1.7660
H 2.4557 -0.3038 0.1228
H 2.6322 1.0166 1.2738
H 0.3912 0.5110 2.9854
H -0.3183 -0.9351 2.3390
H -1.0765 0.6144 2.0775
H -1.0136 -0.1738 -0.2786
H 0.2807 -1.3881 -0.1378
H 0.8944 1.2916 -1.3922
O -3.2771 0.1189 -2.6412
H -3.9874 0.5188 -3.1494
H -3.3936 -0.8254 -2.7707
*
```

Summary:
DFT total energy, eV: -9910.3183
HOMO, eV: -8.9
Frontier orbital gap, eV: 9.7
Structure (SMILES): CN(C)CC=O.O

---

# 5
The following is a DFT calculation (ωB97M-V/def2-TZVPD) of an isolated molecule of C3H3NO at a distorted geometry.

The geometry in ORCA input format:
```
! RIJCOSX wB97M-V def2-TZVPD def2/J DEFGRID3
* xyz 0 1
C -2.3820 -0.1456 0.0929
C -1.2151 0.2455 -0.0712
C 0.0791 0.4914 -0.1915
N 0.9673 -0.4763 -0.1942
O 2.2551 0.0745 0.0084
H -3.3110 -0.8174 -0.1795
H 0.6311 1.3431 0.1459
H 2.9753 -0.7151 0.3892
*
```

Summary:
DFT total energy, eV: -6691.5914
HOMO, eV: -9.3
Frontier orbital gap, eV: 9.3
Structure (SMILES): C#C/C=N/O

---

# 6
The following is a DFT calculation (ωB97M-V/def2-TZVPD) of a structure of composition C12H28O6Sn at a distorted geometry.

The geometry in ORCA input format:
```
! RIJCOSX wB97M-V def2-TZVPD def2/J DEFGRID3
* xyz 2 1
Sn -19.9324 -17.5937 -17.3691
C -19.4450 -20.0287 -19.9427
O -20.4719 -19.0549 -19.6773
C -21.7945 -19.4753 -19.9979
C -22.3013 -20.4068 -18.9063
O -21.8097 -19.8907 -17.6784
C -22.1466 -20.6745 -16.5290
C -23.4526 -20.3082 -15.8829
O -24.4728 -20.8535 -16.7131
C -25.7677 -20.4434 -16.3035
H -18.5539 -19.7458 -19.3845
H -19.2032 -19.9635 -21.0052
H -19.7726 -21.0421 -19.7208
H -21.7693 -19.9451 -20.9839
H -22.4144 -18.5886 -20.1182
H -21.9109 -21.4124 -19.1023
H -23.3853 -20.5297 -18.8966
H -21.3223 -20.5858 -15.8120
H -22.1497 -21.7448 -16.7546
H -23.6175 -19.2300 -15.8051
H -23.5537 -20.8217 -14.9191
H -26.5056 -20.9045 -16.9545
H -25.8226 -19.3544 -16.4228
H -26.0065 -20.7482 -15.2812
C -21.9457 -14.7248 -18.6870
O -22.0041 -16.1585 -18.5335
C -23.2687 -16.6986 -18.1977
C -23.4893 -16.5159 -16.7227
O -22.4401 -17.1089 -15.9755
C -22.6551 -16.9424 -14.5810
C -21.4526 -17.5875 -13.9379
O -20.1982 -17.1441 -14.4206
C -19.6681 -15.9743 -13.7947
H -21.2163 -14.2979 -17.9984
H -22.8857 -14.2733 -18.3648
H -21.7631 -14.4867 -19.7300
H -23.3027 -17.7660 -18.4257
H -24.1088 -16.2790 -18.7559
H -24.4670 -16.8406 -16.3499
H -23.5539 -15.4331 -16.5345
H -23.6274 -17.2840 -14.2277
H -22.5702 -15.8815 -14.2991
H -21.4484 -18.6168 -14.3227
H -21.5564 -17.6696 -12.8555
H -20.0872 -15.0456 -14.1946
H -18.5911 -15.9561 -13.9481
H -19.8481 -15.9554 -12.7185
*
```

Summary:
DFT total energy, eV: -30994.8451
HOMO, eV: -15.3
Frontier orbital gap, eV: 6.2

---

# 7
The following is a DFT calculation (ωB97M-V/def2-TZVPD) of a cluster of 2 separate species, C33H41NO2S2Si in total at a distorted geometry.

The geometry in ORCA input format:
```
! RIJCOSX wB97M-V def2-TZVPD def2/J DEFGRID3
* xyz 0 1
C 3.5159 1.5068 2.6317
C 2.0457 1.4809 3.0420
C 1.7703 0.2472 3.8555
O 1.2749 1.5672 1.8091
C -0.0504 1.8912 1.8889
S -0.8421 2.2258 0.4596
S -0.7754 2.0068 3.3775
H 4.1464 1.3056 3.5061
H 3.7257 0.7452 1.8704
H 3.8094 2.4828 2.2364
H 1.8463 2.3636 3.6759
H 2.5495 0.1575 4.6245
H 0.8000 0.3014 4.3657
H 1.7967 -0.6500 3.2248
C -5.6803 -3.9370 -1.1988
Si -3.9405 -4.3087 -1.7247
C -2.8972 -5.1001 -0.4072
C -3.9257 -5.3035 -3.3005
O -3.2324 -2.8097 -1.9353
C -2.8414 -2.0448 -3.0540
C -1.5356 -2.6376 -3.6552
C -0.7020 -3.4009 -2.8350
C 0.4493 -3.9989 -3.3557
C 0.7946 -3.7804 -4.6900
C 0.0233 -2.9295 -5.4848
C -1.1467 -2.3565 -4.9680
C -4.0529 -1.9077 -3.9938
C -4.1072 -2.5721 -5.2181
C -5.2389 -2.4335 -6.0314
C -6.3583 -1.7418 -5.5739
C -6.3425 -1.1684 -4.2993
C -5.1940 -1.2608 -3.5048
C -2.4644 -0.6478 -2.4370
C -1.3561 -0.7133 -1.3734
C -0.0732 -0.1800 -2.0140
C -0.4965 0.4915 -3.3260
N -1.9254 0.2279 -3.4612
C -2.6588 0.7677 -4.4302
C -2.0846 1.3992 -5.5381
C -2.7537 2.4228 -6.1758
C -2.3179 3.0012 -7.4113
C -2.7792 4.2716 -7.8481
C -2.2917 4.8340 -9.0252
C -1.3606 4.1329 -9.8127
C -0.9264 2.8604 -9.4158
C -1.3948 2.2991 -8.2330
H -6.2498 -4.8708 -1.0981
H -5.6802 -3.4172 -0.2321
H -6.1893 -3.2927 -1.9269
H -3.3360 -6.0719 -0.1480
H -1.8614 -5.2657 -0.7323
H -2.8698 -4.4746 0.4937
H -4.1353 -6.3522 -3.0377
H -4.6990 -4.9687 -4.0039
H -2.9555 -5.2693 -3.8148
H -0.9491 -3.5457 -1.7819
H 1.0571 -4.6233 -2.6987
H 1.6824 -4.2632 -5.1043
H 0.3136 -2.7058 -6.5152
H -1.7525 -1.6894 -5.5859
H -3.2848 -3.2209 -5.5210
H -5.2115 -2.8672 -7.0317
H -7.2506 -1.6618 -6.1994
H -7.2136 -0.6336 -3.9152
H -5.2025 -0.8572 -2.4873
H -3.3675 -0.1940 -2.0009
H -1.6276 -0.0068 -0.5722
H -1.2528 -1.7074 -0.9344
H 0.3922 0.5537 -1.3459
H 0.6412 -0.9847 -2.2306
H -0.2884 1.5715 -3.3095
H 0.0549 0.0758 -4.1828
H -3.7475 0.7257 -4.3363
H -1.0863 1.0748 -5.8628
H -3.6452 2.8310 -5.6949
H -3.5069 4.8013 -7.2248
H -2.6289 5.8252 -9.3309
H -0.9823 4.5775 -10.7348
H -0.2177 2.3010 -10.0280
H -1.0837 1.2951 -7.9356
*
```

Summary:
DFT total energy, eV: -70019.2612
HOMO, eV: -5.4
Frontier orbital gap, eV: 3.0

---

# 8
The following is a DFT calculation (ωB97M-V/def2-TZVPD) of the ion C5H10N3S with charge +1 at a distorted geometry.

The geometry in ORCA input format:
```
! RIJCOSX wB97M-V def2-TZVPD def2/J DEFGRID3
* xyz 1 1
C -1.8738 -0.0791 -1.1480
C -1.5868 0.7172 1.1789
C 0.3146 0.0989 -0.2099
C 0.8947 -1.2236 0.3079
C 0.4638 1.4722 1.7604
N -0.5819 -0.1922 -1.3438
N -0.3783 0.7630 0.8721
N -2.8090 -0.1705 -2.0773
S -2.8837 0.9209 1.9244
H 1.1579 0.8194 -0.4109
H 0.1819 -1.9422 0.7238
H 1.6369 -1.0185 1.1258
H 1.5472 -1.7700 -0.4083
H 0.0388 1.4325 2.7859
H 1.3645 0.8469 1.7845
H 0.6102 2.3902 1.1224
H -0.0016 0.0693 -2.1185
H -3.7506 -0.1442 -1.7608
H -2.6933 -0.7055 -2.9578
*
```

Summary:
DFT total energy, eV: -20643.2371
HOMO (alpha / beta), eV: -12.6 / -12.6
Frontier orbital gap (alpha / beta), eV: 8.4 / 8.4